Entry 1:
DFT (ωB97M-V/def2-TZVPD) results for a 7-piece molecular cluster, C38H59BrN3O13 overall at a distorted geometry.

```
114
Properties=species:S:1:pos:R:3:forces:R:3
C 2.6686 -0.7890 -0.8951 0.7 0.4 -0.5
C 2.8114 -1.2956 -2.3299 -0.2 -0.3 0.2
C 1.9866 -0.5280 -3.3600 -0.6 -0.3 0.4
Br 0.1549 -1.1542 -3.2925 0.2 0.2 0.0
N 2.0487 0.9550 -3.1083 0.4 -0.3 -0.3
C 3.2576 1.4862 -2.9791 0.2 0.8 0.3
C 3.3917 2.8453 -2.7261 -0.2 -0.3 -0.1
C 2.2568 3.6138 -2.6483 -0.7 -0.2 -0.1
C 2.3519 5.0764 -2.3667 0.3 0.1 0.0
C 1.0106 2.9456 -2.8511 0.1 0.2 0.1
C -0.3098 3.6637 -2.8420 0.1 -0.6 -0.3
C -1.1407 3.3763 -1.5915 -0.5 0.1 -0.4
N -1.6943 2.0176 -1.5908 -0.5 0.0 0.6
C -2.0770 1.6781 -0.1890 0.9 0.0 0.1
C -0.8637 1.0056 0.4627 -0.7 0.3 -0.2
C -2.8537 1.9740 -2.4324 0.5 -0.2 -0.7
C -2.6476 1.4590 -3.8338 0.8 0.3 0.0
O -3.9385 2.3021 -2.0578 -0.9 0.2 0.5
N 0.9308 1.6384 -3.0692 0.4 0.4 -0.1
H 1.6539 -0.4918 -0.6477 -0.1 -0.2 0.1
H 3.3247 0.0702 -0.7399 -0.1 0.2 0.1
H 3.0377 -1.5438 -0.2104 -0.2 -0.1 0.1
H 3.8503 -1.3678 -2.6515 0.1 0.2 0.0
H 2.4416 -2.3163 -2.3612 0.0 -0.1 -0.2
H 2.3203 -0.7122 -4.3736 0.1 0.2 -0.1
H 4.1352 0.8653 -3.0524 -0.2 -0.4 0.0
H 4.3648 3.2895 -2.5868 0.2 -0.1 0.0
H 2.5970 5.2280 -1.3156 0.0 0.0 0.1
H 1.4545 5.6271 -2.5952 -0.2 0.0 0.0
H 3.1558 5.5226 -2.9479 0.1 0.0 0.0
H -0.8594 3.2919 -3.7044 -0.1 0.1 -0.1
H -0.1912 4.7243 -2.9989 0.1 0.2 0.1
H -1.9811 4.0806 -1.5972 0.1 0.2 0.2
H -0.5926 3.5613 -0.6708 0.2 -0.2 0.0
H -2.9153 0.9918 -0.1861 -0.2 0.0 -0.2
H -2.3567 2.5704 0.3649 -0.2 0.0 -0.1
H -0.8300 1.1956 1.5281 0.0 -0.2 0.2
H -0.9286 -0.0574 0.2656 0.4 -0.2 0.1
H 0.0507 1.4140 0.0348 0.2 -0.1 0.0
H -1.5940 1.2420 -3.9889 0.0 -0.2 -0.1
H -3.2324 0.5576 -3.9841 -0.1 0.0 0.0
H -2.9472 2.2184 -4.5525 -0.3 0.0 -0.1
O 0.9648 -1.0316 1.5806 0.1 0.1 0.3
C 1.2875 -2.0375 2.1435 0.0 -0.2 -0.4
O 2.0222 -2.0303 3.2807 0.0 0.0 0.1
C 2.3604 -3.3820 3.6545 0.0 -0.2 0.1
C 1.3079 -4.2534 2.9829 0.0 0.0 -0.1
C 1.0047 -3.4594 1.7106 -0.1 -0.2 0.8
H 3.3687 -3.6001 3.2934 0.0 0.0 0.0
H 2.3501 -3.4570 4.7392 0.0 0.1 0.0
H 1.6499 -5.2705 2.8028 0.1 0.0 0.0
H 0.4144 -4.3046 3.6065 0.0 0.0 0.0
H 1.6858 -3.7190 0.8976 -0.1 0.0 -0.1
H -0.0244 -3.5638 1.3804 0.2 0.2 -0.2
O -1.1571 -3.6999 -0.3030 -0.3 0.0 -0.2
C -1.7705 -4.6884 -0.6009 0.3 -0.1 -0.1
O -2.7733 -5.1703 0.1594 0.0 0.0 0.0
C -3.2524 -6.4190 -0.3829 -0.1 -0.2 -0.1
C -2.8437 -6.3960 -1.8476 0.1 0.0 -0.1
C -1.5483 -5.5881 -1.8002 -0.5 -0.1 0.0
H -2.7835 -7.2347 0.1712 0.0 0.0 0.0
H -4.3291 -6.4744 -0.2432 0.0 0.1 0.1
H -2.7321 -7.3886 -2.2783 0.0 0.0 0.1
H -3.5893 -5.8603 -2.4317 0.0 0.0 0.0
H -0.6754 -6.2144 -1.6070 0.1 0.1 0.0
H -1.3866 -4.9968 -2.6970 0.2 0.0 0.0
O 6.6531 -2.9834 2.5105 0.1 0.0 0.0
C 6.5245 -1.9773 3.1449 -0.3 -0.1 -0.1
O 7.3660 -1.6272 4.1437 0.0 0.0 0.0
C 6.9036 -0.4256 4.7869 -0.1 0.1 0.0
C 6.0058 0.2549 3.7617 0.0 0.0 -0.1
C 5.4289 -0.9385 3.0068 0.2 0.3 0.2
H 6.3609 -0.7060 5.6922 0.0 0.0 0.0
H 7.7641 0.1766 5.0671 0.1 -0.1 0.0
H 5.2581 0.9068 4.2086 0.0 0.0 0.0
H 6.6078 0.8528 3.0759 0.0 0.1 0.1
H 4.5227 -1.3226 3.4781 0.0 0.0 -0.1
H 5.2368 -0.7183 1.9607 -0.1 -0.2 0.0
O 4.7570 3.2134 1.2013 0.1 0.0 -0.2
C 4.4868 4.2725 1.6938 -0.1 -0.3 0.2
O 5.4232 5.1992 1.9842 0.0 0.0 0.0
C 4.8179 6.3290 2.6449 -0.1 0.2 0.0
C 3.3533 6.2819 2.2322 -0.1 -0.1 0.0
C 3.1167 4.7766 2.0904 0.0 0.6 -0.2
H 4.9552 6.2182 3.7216 0.0 -0.1 0.0
H 5.3225 7.2342 2.3183 0.1 -0.1 0.0
H 2.6855 6.7707 2.9376 0.1 0.0 0.1
H 3.2339 6.7715 1.2636 0.0 0.0 0.0
H 2.8063 4.3308 3.0356 0.0 -0.2 -0.1
H 2.3923 4.5354 1.3166 -0.1 -0.2 0.1
O -1.7677 3.3150 2.2974 0.1 0.4 0.3
C -2.6840 3.5738 3.0267 -0.1 -0.3 -0.2
O -2.5109 3.8949 4.3238 0.0 0.1 0.0
C -3.7877 4.0452 4.9753 -0.2 0.0 0.1
C -4.7744 4.3371 3.8522 0.0 -0.1 -0.1
C -4.1630 3.5581 2.6883 -0.1 0.4 0.3
H -4.0162 3.1156 5.4994 0.0 0.0 0.0
H -3.7184 4.8502 5.7019 0.2 0.0 0.0
H -5.7950 4.0505 4.0946 0.0 -0.1 0.0
H -4.7699 5.4034 3.6232 0.0 0.0 0.0
H -4.5006 2.5209 2.6635 0.0 0.0 -0.1
H -4.3414 4.0253 1.7238 0.0 -0.2 -0.1
O -4.9703 -6.1755 -5.2053 0.1 0.1 0.1
C -5.9225 -5.8841 -4.5463 0.0 -0.3 -0.2
O -5.8238 -5.5908 -3.2234 -0.1 0.1 0.1
C -7.1342 -5.3814 -2.6622 -0.1 0.1 0.0
C -8.0213 -5.0191 -3.8464 0.0 -0.1 -0.1
C -7.3727 -5.8117 -4.9812 -0.1 0.4 0.3
H -7.4508 -6.3049 -2.1731 0.0 0.0 0.0
H -7.0768 -4.5894 -1.9195 0.1 0.0 0.0
H -9.0705 -5.2528 -3.6808 0.0 -0.1 0.0
H -7.9430 -3.9512 -4.0534 0.0 0.0 0.0
H -7.7633 -6.8277 -5.0499 0.0 0.0 -0.1
H -7.4571 -5.3185 -5.9447 0.1 -0.2 -0.1
```
Positions in Å, forces in eV/Å.

As for the molecular weight: 845.80 g/mol. The HOMO-LUMO gap comes out at 7.24 eV. The HOMO energy is -11.0 eV. The charge is +1.

Entry 2:
DFT (ωB97M-V/def2-TZVPD) results for a 8-piece molecular cluster, C38H59F3NO25S overall at a distorted geometry.

```
127
Properties=species:S:1:pos:R:3:forces:R:3
C 1.7893 -2.1386 -2.0881 0.0 0.0 -0.6
C 2.2877 -3.0406 -0.7680 1.6 1.8 -2.7
C 3.8324 -2.4766 -0.4618 0.1 -0.1 0.1
C 2.3247 -4.5888 -1.2930 0.4 0.3 -0.7
C 2.1828 -5.7349 -0.1345 -3.5 -0.2 -0.6
O 1.3981 -6.8527 -0.7585 1.4 0.7 2.4
S 3.8677 -6.4903 0.2729 7.0 3.3 -4.6
O 4.8309 -5.5337 1.0144 -4.1 -3.3 -1.2
O 4.5303 -6.8609 -1.1105 -3.2 0.4 5.1
C 3.7595 -8.1147 1.2256 1.6 -4.2 1.9
F 3.3335 -9.2757 0.3576 1.0 4.2 3.4
F 5.1814 -8.4443 1.6157 -5.0 1.2 -1.2
F 2.9899 -8.0329 2.4893 2.2 -0.5 -4.3
C 1.3204 -5.2593 1.1714 0.4 -0.2 0.8
C 1.3655 -3.6584 1.5068 -1.0 -0.1 3.3
C 2.5906 -3.2906 2.5848 -1.0 0.6 -0.3
C -0.0310 -3.3555 2.3811 0.2 0.6 0.0
N 1.2999 -2.7332 0.3226 -1.6 -2.4 -1.4
O 0.0523 -2.6059 -0.1635 2.4 -0.1 1.2
H 2.6612 -2.0278 -2.8881 -1.7 -0.5 1.8
H 0.8871 -2.6771 -2.6383 1.8 1.2 1.3
H 1.4785 -1.0418 -1.7692 0.7 -2.9 -0.7
H 3.8525 -1.8372 0.5243 0.1 -1.5 -2.1
H 4.5836 -3.3747 -0.4342 -1.4 1.7 0.2
H 4.1888 -1.7688 -1.3428 -1.0 -1.5 1.9
H 1.4438 -4.7290 -2.0793 1.7 -0.1 2.1
H 3.3227 -4.7005 -1.9385 -2.2 0.0 1.7
H 1.1153 -7.4208 0.0205 0.3 0.8 -1.4
H 1.7294 -5.8306 2.1355 -0.8 1.3 -2.0
H 0.1840 -5.6107 1.0740 2.6 0.8 -0.3
H 3.6578 -3.5014 2.1549 -2.1 0.4 1.0
H 2.4383 -2.1368 2.8497 0.6 -2.4 -0.7
H 2.3462 -3.8701 3.5839 0.8 0.9 -2.2
H -0.1714 -2.1703 2.4038 0.1 -2.7 -0.2
H -0.9628 -3.8820 1.8852 1.9 1.3 1.0
H 0.0693 -3.6859 3.5044 0.0 0.4 -2.3
C -0.3651 3.2599 1.1680 0.2 0.0 0.2
C 0.3649 2.4270 0.1344 -0.8 1.4 0.6
C -0.3694 1.1829 -0.2651 -1.0 0.2 -0.2
O 0.6828 0.3251 -0.6707 1.1 0.4 0.7
C 1.7897 0.7159 0.0303 1.5 -0.6 0.4
O 2.8316 0.0852 0.0831 -2.1 1.5 -0.2
O 1.5720 1.9057 0.6675 0.9 -1.6 -0.4
H 0.2822 4.0620 1.5388 -0.1 0.0 -0.2
H -1.2719 3.7044 0.7473 0.2 -0.1 0.0
H -0.6429 2.6561 2.0387 0.0 0.0 -0.2
H 0.6204 3.0436 -0.7355 0.0 -0.4 0.6
H -1.0678 1.3552 -1.0890 0.3 -0.3 0.5
H -0.9042 0.7051 0.5632 0.1 0.1 0.1
C -2.3367 1.5911 -6.2838 -0.2 0.3 -0.1
C -1.2011 1.5165 -5.2839 -0.7 -0.4 -1.4
C -1.3581 0.4197 -4.2743 -0.1 -1.0 -0.4
O -0.6242 0.9162 -3.1687 0.2 1.3 0.1
C -0.6687 2.2798 -3.2584 0.4 1.2 0.9
O -0.3107 3.0417 -2.3766 -1.0 -1.3 -2.7
O -1.1716 2.6757 -4.4665 0.6 0.1 1.4
H -2.2533 2.4999 -6.8895 0.1 -0.2 0.0
H -2.3343 0.7225 -6.9488 0.1 0.1 0.1
H -3.3070 1.6418 -5.7780 0.2 -0.1 0.0
H -0.2403 1.4502 -5.8080 0.0 -0.1 0.1
H -0.9414 -0.5305 -4.6202 0.0 0.2 0.2
H -2.3948 0.2615 -3.9574 0.0 0.1 -0.2
C -3.6593 3.3750 5.1437 0.3 -0.4 -0.1
C -3.4847 4.5641 4.2215 -0.2 -0.6 1.3
C -4.7759 5.2131 3.8237 -0.7 0.6 0.7
O -4.4516 5.7951 2.5733 1.0 -0.5 -0.9
C -3.4483 5.0328 2.0426 0.5 0.3 -2.1
O -3.0499 5.1188 0.8937 -0.9 -0.1 2.3
O -2.9538 4.1584 2.9700 -0.2 0.6 -1.1
H -2.7081 2.8467 5.2703 -0.1 0.2 0.1
H -4.0223 3.6884 6.1270 0.0 0.1 -0.2
H -4.3653 2.6496 4.7250 0.0 0.2 0.0
H -2.7879 5.2859 4.6640 -0.1 0.0 0.0
H -5.0964 5.9790 4.5357 0.1 -0.2 -0.4
H -5.5947 4.5014 3.6711 0.2 -0.1 0.1
C 3.0220 -9.9224 7.1857 -0.4 -0.1 0.1
C 3.2421 -8.8207 6.1694 0.2 -1.3 0.6
C 4.2632 -7.8075 6.5905 0.9 -0.2 0.1
O 3.8519 -6.6494 5.8854 -1.1 0.2 -0.3
C 2.5028 -6.7710 5.6995 -1.3 1.7 -0.7
O 1.7774 -5.8759 5.3010 1.5 -1.9 0.8
O 2.0744 -8.0282 6.0235 0.1 1.2 -0.4
H 2.1602 -10.5365 6.9028 0.2 0.0 0.0
H 3.9027 -10.5663 7.2664 -0.1 0.1 -0.1
H 2.7988 -9.5093 8.1753 0.1 0.0 -0.2
H 3.4798 -9.2525 5.1900 0.1 0.1 0.1
H 5.2795 -8.0937 6.3053 -0.2 0.2 0.0
H 4.2421 -7.5842 7.6629 -0.1 -0.2 0.0
C -1.7278 6.2229 9.5355 0.3 -0.1 -0.3
C -3.1175 6.6918 9.1563 1.3 0.0 0.8
C -4.2154 5.9616 9.8692 -0.1 0.0 0.9
O -5.2973 6.0773 8.9617 0.1 0.1 -1.2
C -4.7444 6.1930 7.7165 -1.1 -0.1 -1.7
O -5.3709 6.1188 6.6734 1.3 0.1 2.3
O -3.3952 6.3990 7.7962 -1.3 -0.2 -0.5
H -0.9793 6.6717 8.8737 -0.1 0.0 0.2
H -1.4899 6.4898 10.5694 -0.1 0.0 -0.1
H -1.6319 5.1375 9.4235 -0.1 0.1 0.1
H -3.1993 7.7770 9.2900 -0.1 -0.1 0.0
H -4.4663 6.4182 10.8308 -0.1 -0.1 -0.2
H -4.0058 4.8973 10.0224 0.2 0.1 0.0
C 2.7053 3.5435 -4.4651 0.0 -0.4 -0.2
C 2.6639 4.7121 -5.4282 0.5 -0.8 1.1
C 1.7373 5.8110 -5.0030 0.1 0.5 0.8
O 1.3849 6.4074 -6.2390 0.0 -0.5 -1.0
C 1.4906 5.4251 -7.1842 -0.8 0.2 -2.2
O 1.0813 5.5213 -8.3285 0.8 -0.2 2.4
O 2.1124 4.3192 -6.6749 -0.6 0.8 -0.7
H 3.2663 2.7095 -4.9003 0.1 0.2 0.1
H 3.1744 3.8287 -3.5188 -0.1 0.0 -0.1
H 1.6981 3.1665 -4.2566 0.1 0.2 0.0
H 3.6781 5.0859 -5.6121 -0.1 0.1 0.0
H 2.2237 6.5385 -4.3470 -0.1 0.0 -0.2
H 0.8223 5.4500 -4.5207 0.2 -0.2 0.0
C -4.4884 2.5006 -11.6154 -0.4 -0.2 -0.1
C -3.5830 2.0651 -10.4816 -0.7 0.9 -0.9
C -2.1458 1.9175 -10.8807 0.6 0.8 -0.3
O -1.6687 0.9595 -9.9521 -0.6 -0.8 0.5
C -2.7471 0.1976 -9.5970 0.1 -2.0 1.1
O -2.6793 -0.8423 -8.9645 -0.1 2.3 -1.3
O -3.9111 0.7544 -10.0488 0.9 -0.8 0.6
H -5.5389 2.4358 -11.3119 0.2 0.1 0.0
H -4.2720 3.5287 -11.9203 0.0 -0.1 0.1
H -4.3748 1.8461 -12.4864 0.1 0.1 0.2
H -3.6985 2.7405 -9.6256 0.1 0.0 0.0
H -1.5881 2.8542 -10.7914 0.0 -0.3 0.1
H -2.0109 1.5158 -11.8909 -0.2 0.1 0.0
```
Positions in Å, forces in eV/Å.

As for the molecular weight: 1018.93 g/mol. The HOMO-LUMO gap (alpha / beta) comes out at 8.79 / 9.46 eV. The HOMO energy (alpha / beta) is -8.7 / -9.4 eV. Its spin multiplicity is 2. The charge is 0.

Entry 3:
DFT (ωB97M-V/def2-TZVPD) results for C38H60Br3Cl2O15P as an isolated structure at a distorted geometry.

```
119
Properties=species:S:1:pos:R:3:forces:R:3
C -2.2110 2.0634 -3.1445 -0.2 -0.2 -0.1
C -0.9830 1.1843 -3.0254 -0.6 0.4 0.0
C -0.2488 1.3950 -1.7214 0.5 -0.1 0.5
C 1.1848 1.7943 -1.9202 -0.3 0.4 -0.3
C -0.4684 0.2161 -0.7676 0.4 0.0 -1.2
O 0.5620 0.0230 0.1665 0.4 -0.9 -0.5
C 0.3452 -1.1772 0.8785 1.5 0.1 0.6
C 0.6131 -0.8939 2.3531 -1.1 -0.4 -0.6
O -0.5646 -1.2349 3.0678 0.7 0.4 0.6
C -0.4124 -2.3918 3.8656 -0.9 0.2 -0.2
C 1.2143 -2.3321 0.4056 -1.4 0.1 -0.9
O 0.5342 -2.8635 -0.7415 0.2 0.3 0.4
C 1.1955 -3.8328 -1.5100 -1.0 -1.1 -0.9
C 0.1793 -4.3174 -2.5487 0.3 0.1 0.4
C 0.5436 -3.8644 -3.9273 -0.7 -0.3 0.5
O -0.4232 -4.2778 -4.8618 0.0 0.1 -0.7
P 1.7976 -5.2713 -0.5164 1.2 0.8 1.2
O 0.3447 -5.9084 -0.2006 -0.3 -0.6 -0.4
Br 2.7846 -6.5750 -2.0568 -0.3 0.1 -0.3
C 2.6207 -2.0272 0.1440 -1.1 1.2 -2.0
Br 2.9952 -1.0753 -1.4243 -0.1 0.3 -0.5
C 3.5734 -2.4223 0.9045 2.4 -0.6 1.4
C 3.4153 -3.2157 2.1298 0.4 -0.2 0.3
Br 5.3776 -2.0490 0.5201 0.4 0.2 0.0
C -1.7490 0.4028 -0.0650 -1.0 -1.9 -2.1
Cl -3.0893 -0.4442 -0.7457 -0.4 -0.2 -0.1
C -1.8303 1.1533 0.9656 -0.2 1.2 1.6
C -0.6251 1.8468 1.4227 -0.7 0.9 1.1
Cl -3.2735 1.3614 1.8457 -0.5 0.2 0.4
H -2.9918 1.5871 -3.7066 -0.5 -0.3 -0.4
H -1.9861 2.9828 -3.6383 0.2 0.8 -0.3
H -2.6136 2.3040 -2.1858 -0.4 0.1 0.8
H -1.2868 0.1657 -3.1528 0.0 -0.8 0.0
H -0.3590 1.4384 -3.8522 0.7 -0.1 -0.6
H -0.7257 2.2263 -1.2510 -0.3 0.8 0.4
H 1.6330 1.2244 -2.6957 0.7 -0.8 -0.5
H 1.7662 1.7851 -1.0268 0.5 -0.2 0.6
H 1.1877 2.8019 -2.2818 0.0 0.8 -0.3
H -0.5366 -0.6586 -1.3832 0.0 -0.7 -0.3
H -0.6661 -1.5381 0.8219 -0.6 0.1 -0.2
H 1.4849 -1.4035 2.7048 0.5 -0.6 0.4
H 0.8088 0.1505 2.4445 0.3 0.4 0.2
H -1.1975 -2.3837 4.6004 -0.3 0.1 0.4
H -0.5675 -3.2755 3.2684 0.2 -0.6 -0.4
H 0.5304 -2.4371 4.3773 0.6 0.1 0.2
H 1.1474 -3.0543 1.1927 0.0 -0.7 0.6
H 2.0128 -3.4424 -2.0844 0.9 0.4 0.1
H -0.7838 -3.9504 -2.2506 -0.6 0.3 0.1
H 0.1167 -5.3846 -2.5259 -0.1 -0.8 -0.1
H 0.5975 -2.7954 -3.9046 0.3 0.8 -0.3
H 1.4917 -4.3042 -4.1611 0.7 0.0 -0.4
H -1.0961 -4.7608 -4.3900 -0.4 -0.2 0.1
H 0.4904 -6.7828 0.1781 -0.3 -0.1 0.3
H 2.7517 -4.0323 1.9843 -0.9 -0.6 0.0
H 4.3543 -3.6523 2.3691 0.8 -0.4 0.3
H 3.1307 -2.6292 2.9770 -0.3 0.4 0.6
H 0.0896 1.9537 0.6454 0.4 0.5 -0.2
H -0.2036 1.2979 2.2369 0.2 0.1 0.4
H -0.9135 2.7816 1.8439 -0.1 1.0 0.2
O 4.0769 -3.4583 -4.2081 0.1 0.3 0.2
C 3.9499 -4.0467 -5.2381 -0.2 -0.4 0.0
O 3.7074 -3.4214 -6.4146 0.0 0.0 -0.1
C 3.4912 -4.3889 -7.4592 0.0 -0.2 -0.1
C 4.1643 -5.6662 -6.9671 -0.1 0.0 0.2
C 3.9821 -5.5530 -5.4519 0.2 0.1 -0.6
H 2.4156 -4.5124 -7.5973 0.0 0.0 0.0
H 3.9224 -4.0151 -8.3834 0.0 0.2 0.0
H 3.7414 -6.5688 -7.4015 -0.1 0.0 0.0
H 5.2264 -5.6426 -7.2112 0.0 0.0 0.0
H 3.0310 -5.9727 -5.1202 0.0 0.0 0.1
H 4.8005 -6.0009 -4.8977 -0.1 0.0 0.2
O -3.0533 -2.6039 6.5444 0.5 -0.2 0.1
C -3.5346 -1.5366 6.3176 -0.7 0.0 -0.1
O -2.9296 -0.3666 6.6063 0.0 0.3 -0.1
C -3.8193 0.7384 6.3105 -0.1 -0.1 0.0
C -4.8126 0.1927 5.2963 -0.1 -0.2 0.0
C -4.9069 -1.2736 5.7144 0.2 0.5 -0.3
H -4.3015 1.0493 7.2401 0.0 -0.1 0.0
H -3.2421 1.5645 5.9213 0.3 0.1 0.0
H -5.7633 0.7202 5.3005 0.0 0.0 0.1
H -4.3947 0.2642 4.2915 0.0 0.0 0.0
H -5.6621 -1.4308 6.4853 0.0 -0.1 0.0
H -5.0859 -1.9336 4.8720 -0.1 -0.2 0.1
O 0.8919 4.9813 3.7910 -0.2 0.0 -0.1
C 1.6190 4.0641 4.0249 0.3 0.2 0.2
O 1.1552 2.7918 4.1531 0.2 -0.2 0.0
C 2.2298 1.9054 4.5405 0.1 0.1 -0.2
C 3.5060 2.6184 4.1083 0.0 0.2 0.1
C 3.1206 4.0925 4.2649 0.0 -0.6 -0.3
H 2.1823 1.7546 5.6171 0.0 0.0 0.1
H 2.0929 0.9457 4.0472 -0.1 0.0 0.0
H 4.3773 2.3207 4.6868 0.0 0.0 0.1
H 3.7123 2.4069 3.0584 0.0 0.0 0.0
H 3.3041 4.4602 5.2755 0.0 0.1 0.0
H 3.6125 4.7304 3.5396 -0.1 0.3 0.1
O 3.2456 6.8599 2.5386 0.4 -0.1 -0.1
C 2.7373 7.9379 2.5154 -0.5 0.0 0.3
O 3.4532 9.0878 2.4539 0.0 0.1 0.0
C 2.5750 10.2246 2.5509 -0.2 0.0 0.0
C 1.2048 9.7104 2.1208 0.0 -0.2 0.1
C 1.2531 8.2540 2.5910 0.1 0.5 -0.4
H 2.5807 10.5774 3.5840 0.0 0.0 0.0
H 2.9486 11.0169 1.9085 0.2 -0.1 0.0
H 0.3809 10.2863 2.5357 0.0 0.0 0.1
H 1.1223 9.7426 1.0343 0.0 0.0 0.0
H 0.9268 8.1420 3.6247 0.0 -0.1 0.0
H 0.6867 7.5874 1.9504 0.0 -0.2 0.2
O -6.3081 0.1597 -6.8298 -0.2 0.0 -0.2
C -6.1709 0.0096 -5.6554 0.4 0.0 0.1
O -6.9939 0.5817 -4.7410 0.0 -0.1 0.1
C -6.5214 0.3136 -3.4069 0.1 -0.1 0.1
C -5.6539 -0.9330 -3.5333 0.1 0.0 -0.2
C -5.0799 -0.7773 -4.9427 -0.4 -0.1 0.4
H -5.9545 1.1799 -3.0600 0.0 0.0 0.0
H -7.3746 0.1678 -2.7505 -0.1 0.1 -0.1
H -4.9026 -1.0103 -2.7534 0.0 0.1 0.0
H -6.2785 -1.8256 -3.4893 0.0 0.0 0.0
H -4.1632 -0.1860 -4.9497 0.0 0.0 -0.1
H -4.9123 -1.7307 -5.4325 0.1 0.1 -0.2
```
Positions in Å, forces in eV/Å.

As for the molecular weight: 1098.47 g/mol. The HOMO-LUMO gap comes out at 9.20 eV. The HOMO energy is -8.9 eV. The charge is 0.

> What is the formula in the first record?

C38H59BrN3O13

> Which of these has the lowest molecular weight?

C38H59BrN3O13

> Which formula does entry 3 have?

C38H60Br3Cl2O15P